Model a:
Density functional theory data (wB97M-V/def2-TZVPD) for a structure of composition C21H15Cl2N6O5ReS3.

Last column: Löwdin spin population.
Element x y z (Å)
Re: -0.2094 0.1281 0.1618  0.81
Cl: -1.9737 3.9302 2.9248  0.01
C: -0.9161 2.6737 3.4350  0.01
C: -0.4825 2.6132 4.7729  -0.01
C: 0.3585 1.6278 5.2028  0.01
Cl: 0.8899 1.5991 6.8415  0.00
C: 0.8022 0.6229 4.3058  0.00
C: 1.6638 -0.4503 4.6106  0.03
C: 2.0099 -1.3418 3.6240  0.00
C: 1.4956 -1.1902 2.3343  0.03
N: 0.6684 -0.1998 2.0258  -0.01
C: 0.3359 0.7055 2.9879  0.00
C: -0.5105 1.7310 2.5202  -0.01
O: -0.8540 1.6997 1.2347  0.00
H: -0.8245 3.3673 5.4689  0.00
H: 2.0432 -0.5608 5.6180  0.00
H: 2.6754 -2.1682 3.8277  0.00
H: 1.7512 -1.8732 1.5328  0.00
N: -1.1098 0.2748 -1.8499  0.01
N: -0.9621 -0.9949 -2.4833  0.00
C: 0.0879 -1.7921 -2.0102  0.00
O: 0.5639 -2.6576 -2.6914  0.00
O: 0.4570 -1.5111 -0.7569  -0.01
H: -2.0925 0.5100 -1.8653  0.00
H: -0.6033 0.9847 -2.3848  0.00
H: -0.9673 -0.9492 -3.4919  0.00
O: 2.1585 1.7492 -5.4755  0.00
S: 1.6112 0.7411 -4.6318  0.00
O: 0.4310 0.0413 -5.0514  0.00
N: 1.2458 1.3845 -3.1024  0.00
C: 1.9844 0.8404 -2.2061  0.01
S: 1.7860 1.2878 -0.5070  0.05
C: 2.9700 -0.1612 -2.6592  0.00
C: 3.8715 -0.8943 -1.9117  0.00
C: 4.7090 -1.7779 -2.5832  0.00
C: 4.6411 -1.9180 -3.9638  0.00
C: 3.7116 -1.2018 -4.7136  0.00
C: 2.8797 -0.3468 -4.0308  0.00
H: 3.9211 -0.7710 -0.8375  0.00
H: 5.4263 -2.3625 -2.0214  0.00
H: 5.3178 -2.5951 -4.4691  0.00
H: 3.6424 -1.3171 -5.7877  0.00
S: -2.2055 -1.3801 0.6556  0.01
C: -3.6335 -0.4470 0.6552  0.01
N: -4.8087 -1.1245 0.8128  0.01
C: -6.0044 -0.4994 0.8620  0.00
C: -6.0538 0.8533 0.7648  0.00
C: -4.8256 1.5106 0.5925  0.00
N: -3.6702 0.8776 0.5149  0.01
H: -4.7535 -2.1307 0.9055  0.00
H: -6.8810 -1.1205 0.9794  0.00
H: -6.9890 1.3908 0.8031  0.00
H: -4.7792 2.5925 0.5108  0.00

Its multiplicity is 2. The value obtained for the LUMO energy (spin up / spin down) is -4.6 / -4.8 eV. The total charge is +1. The HOMO-LUMO gap (spin up / spin down) comes out at 6.294 / 6.388 eV.


Model b:
Density functional theory data (wB97M-V/def2-TZVPD) for a structure of composition C21H15Cl2N6O5ReS3.

Last column: Löwdin spin population.
Element x y z (Å)
Re: -0.0268 -1.7731 0.9247  0.84
Cl: -4.8128 -2.4278 1.8713  0.00
C: -4.1295 -1.1844 0.9003  -0.01
C: -4.9590 -0.1959 0.3293  0.00
C: -4.4245 0.8168 -0.3974  -0.01
Cl: -5.4584 2.0199 -1.0798  0.00
C: -3.0253 0.8931 -0.6028  0.00
C: -2.3335 1.9222 -1.2786  -0.01
C: -0.9710 1.8805 -1.3662  0.00
C: -0.2652 0.8012 -0.8247  0.00
N: -0.8973 -0.2022 -0.2133  0.01
C: -2.2643 -0.1280 -0.0611  0.00
C: -2.7927 -1.1434 0.7074  0.02
O: -1.8923 -2.0495 1.2511  0.01
H: -6.0288 -0.2454 0.4849  0.00
H: -2.8878 2.7522 -1.7021  0.00
H: -0.4182 2.6745 -1.8507  0.00
H: 0.8081 0.7476 -0.8734  0.00
N: 0.1011 -3.4946 -0.4721  0.00
N: 1.3183 -3.4334 -1.1342  0.00
C: 2.2173 -2.4595 -0.7892  0.01
O: 3.2807 -2.3748 -1.3270  0.01
O: 1.7595 -1.6261 0.1896  0.10
H: 0.0620 -4.3341 0.0713  0.00
H: -0.6528 -3.5140 -1.1401  0.00
H: 1.6025 -4.1870 -1.7244  0.00
O: -1.6398 1.3193 2.8243  0.00
S: -0.2230 1.1727 2.8361  0.00
O: 0.6008 2.0544 2.0812  0.00
N: 0.1413 -0.4343 2.4329  0.00
C: 0.5511 -1.1624 3.4826  0.01
S: 0.7657 -2.7931 3.1085  0.02
C: 0.7112 -0.3824 4.7052  0.00
C: 1.1582 -0.7975 5.9408  0.00
C: 1.2507 0.1516 6.9487  0.00
C: 0.9141 1.4840 6.7104  0.00
C: 0.4577 1.9061 5.4649  0.00
C: 0.3630 0.9472 4.4811  0.00
H: 1.4324 -1.8347 6.1094  0.00
H: 1.5950 -0.1446 7.9317  0.00
H: 1.0132 2.2125 7.5103  0.00
H: 0.1967 2.9443 5.2785  0.00
S: 0.6602 -0.7832 -3.2868  0.00
C: 2.1219 -1.1242 -4.0608  0.00
N: 3.2794 -0.5047 -3.6544  0.00
C: 4.4961 -0.7133 -4.2057  0.00
C: 4.6173 -1.5450 -5.2535  0.00
C: 3.4366 -2.1842 -5.6654  0.00
N: 2.2450 -2.0011 -5.1156  0.00
H: 3.2068 0.0313 -2.8110  0.00
H: 5.3298 -0.1865 -3.7597  0.00
H: 5.5721 -1.7229 -5.7306  0.00
H: 3.4693 -2.8923 -6.4919  0.00

Its multiplicity is 2. The value obtained for the LUMO energy (spin up / spin down) is -4.8 / -4.4 eV. The total charge is +1. The HOMO-LUMO gap (spin up / spin down) comes out at 5.801 / 6.153 eV.


Which structure loses on stability? model b does.


Model a:
Density functional theory data (wB97M-V/def2-TZVPD) for a structure of composition C3H7N2OP.

Last column: Mulliken charge in e.
Element x y z (Å)
C: -1.5474 0.2114 -0.0296  0.50
C: -0.5932 -0.8845 -0.7965  -0.88
C: 0.6454 -1.2908 0.1099  -0.29
N: -1.2157 1.4777 -0.2015  -0.31
N: 1.5470 -0.0986 0.4515  -0.48
O: -2.5213 -0.1498 0.5341  -0.56
P: 0.6820 1.1681 0.0482  0.21
H: -1.2046 -1.7118 -0.9156  0.36
H: -0.3369 -0.5230 -1.7427  0.41
H: 0.2034 -1.5947 1.0449  0.25
H: 1.1731 -2.2429 -0.1474  0.34
H: -1.6935 2.3068 0.1327  0.25
H: 0.8133 1.5900 -1.2556  0.09
H: 0.9873 2.3259 0.8819  0.10

Its multiplicity is 1. The value obtained for the LUMO energy is 0.5 eV. The HOMO-LUMO gap comes out at 9.585 eV.


Model b:
Density functional theory data (wB97M-V/def2-TZVPD) for an isolated molecule of C3H7N2OP.

Last column: Mulliken charge in e.
Element x y z (Å)
C: -1.6903 -1.1697 0.1082  -0.13
C: -3.0789 -0.4969 -0.0449  -0.24
C: 0.9259 -1.3450 1.5241  -0.97
N: -2.5597 -0.2944 1.0506  -0.38
N: 0.8478 0.7126 -0.3556  -0.53
O: 1.0980 -1.7202 -1.2582  -0.67
P: 0.4686 -0.9051 -0.1653  0.85
H: -1.8230 -2.2481 0.4532  0.24
H: -3.8899 -0.3257 -0.6081  0.35
H: 1.2883 -2.4571 1.5407  0.27
H: 1.6906 -0.6656 1.7731  0.39
H: 0.0908 -1.3274 2.3456  0.32
H: 0.9200 1.0116 -1.3276  0.25
H: 0.4195 1.4364 0.2100  0.25

Its multiplicity is 1. The value obtained for the LUMO energy is 0.9 eV. The HOMO-LUMO gap comes out at 10.249 eV.


Which structure loses on stability? model a does.


Model a:
Density functional theory data (wB97M-V/def2-TZVPD) for a structure of composition C4H4LiO5Tl.

Last column: Mulliken charge in e.
Element x y z (Å)
O: -3.1627 -0.9817 -0.0839  -0.26
C: -3.1696 0.2251 0.4838  0.61
C: -1.8160 -1.2134 -0.6017  -0.31
O: -4.1697 0.8978 0.6066  -0.41
O: -1.9419 0.6785 0.6730  -0.24
C: -0.9450 -0.3626 0.2826  -0.41
Li: 0.8064 0.6795 -0.3904  1.06
H: -1.8481 -0.9221 -1.6636  0.29
H: -1.5807 -2.2826 -0.5381  0.32
H: -0.7644 -0.8901 1.2374  0.38
C: 2.9622 -1.2887 0.0099  0.38
O: 2.5815 -0.0920 -0.2625  -0.41
O: 4.1461 -1.4524 0.3874  -0.32
Tl: 4.4208 0.5309 0.1140  0.95
H: 2.1093 -2.0502 0.2032  0.39

Its multiplicity is 1. The value obtained for the LUMO energy (spin up / spin down) is -10.5 / -13.0 eV. The total charge is +2. The HOMO-LUMO gap (spin up / spin down) comes out at 6.184 / 3.989 eV.


Model b:
Density functional theory data (wB97M-V/def2-TZVPD) for a structure of composition C4H4LiO5Tl.

Last column: Mulliken charge in e.
Element x y z (Å)
O: 2.0295 1.8955 -1.2642  -0.26
C: 2.5268 0.6760 -1.0660  0.63
C: 0.6155 1.8554 -0.9161  -0.27
O: 3.3604 0.1612 -1.7726  -0.41
O: 1.7587 -0.0087 -0.2238  -0.33
C: 0.5371 0.7607 0.1152  -0.42
Li: -0.5270 -1.2729 -0.1211  0.99
H: 0.0705 1.6716 -1.8545  0.27
H: 0.3030 2.8298 -0.5243  0.31
H: 0.7882 1.1067 1.1308  0.41
C: -2.2436 0.1832 1.6631  0.53
O: -2.0679 -0.9035 0.9660  -0.39
O: -3.0127 0.0736 2.6564  -0.35
Tl: -3.4237 -1.7935 2.0575  0.91
H: -1.2067 1.0004 1.3913  0.36

Its multiplicity is 1. The value obtained for the LUMO energy (spin up / spin down) is -10.6 / -12.8 eV. The total charge is +2. The HOMO-LUMO gap (spin up / spin down) comes out at 6.652 / 4.489 eV.


Which structure loses on stability? model b does.